71
Properties=species:S:1:pos:R:3:forces:R:3:lowdin_spin:R:1 method="wB97M-V/def2-TZVPD" spin_multiplicity=2 fmax_ha_per_bohr=0.0304 relative_energy_kcal_mol=8.49 total_energy_ha=-3922.2627 gap_ev="7.5 / 7.5" e_lumo_ha="0.0941 / 0.0943" charge=-1
Mn -0.707757 -0.130860 0.217369 0.9 0.4 -0.1 1.52
C 1.156564 1.927945 1.916080 -0.1 -0.1 0.3 0.00
N -0.091076 1.615937 1.214638 0.0 0.5 -0.5 -0.01
C -0.749460 2.634071 0.773039 -0.1 0.0 0.0 0.00
C -1.899482 2.410583 -0.028420 -0.1 -0.1 0.1 0.00
C -2.919059 3.218974 -0.528264 0.1 0.0 0.1 0.00
C -3.805348 2.355997 -1.181686 -0.1 0.0 0.0 0.00
C -3.277144 1.066948 -1.054085 0.0 0.0 -0.1 0.00
N -2.134164 1.101441 -0.358497 -0.1 -0.2 -0.5 -0.03
C 0.888446 2.415810 3.319913 0.0 0.0 0.0 0.00
C 1.508704 3.549177 3.828121 0.0 0.0 0.0 0.00
C 1.263060 3.967573 5.131560 0.0 0.0 0.0 0.00
C 0.388644 3.254383 5.935865 0.0 0.0 0.0 0.00
C -0.241984 2.122412 5.430311 0.0 0.0 0.0 0.00
C 0.004683 1.706202 4.132529 0.0 0.0 0.0 0.00
H 1.746353 2.657624 1.354761 0.0 0.0 0.0 0.00
H 1.753108 1.019692 1.981333 0.0 0.0 0.0 0.00
H -0.419767 3.652654 0.984776 0.0 0.0 0.1 0.00
H -2.997421 4.289817 -0.420630 0.0 0.0 0.0 0.00
H -4.716644 2.622665 -1.693936 0.0 0.0 0.0 0.00
H -3.655025 0.136374 -1.450211 0.0 0.0 0.0 0.00
H 2.188059 4.111431 3.197215 0.0 0.0 0.0 0.00
H 1.752050 4.855593 5.513034 0.0 0.0 0.0 0.00
H 0.191949 3.580044 6.949897 0.0 0.0 0.0 0.00
H -0.932886 1.564948 6.051054 0.0 0.0 0.0 0.00
H -0.499478 0.836646 3.722891 0.0 0.0 0.0 0.00
N 3.099074 -1.923334 -6.737284 0.0 0.0 0.0 0.00
C 2.787319 -1.097148 -5.650473 0.0 0.0 0.0 0.00
C 1.460581 -0.958061 -5.235096 0.0 0.0 0.0 0.00
C 1.143467 -0.132287 -4.177735 0.0 0.0 0.0 0.00
C 2.148090 0.575107 -3.525838 0.0 0.1 0.0 0.00
C 3.464689 0.453565 -3.932324 0.0 0.0 0.0 0.00
C 3.783968 -0.377829 -4.995612 0.0 0.0 0.0 0.00
S 1.703242 1.579639 -2.139626 0.0 -0.1 0.0 0.00
O 0.650567 2.462886 -2.551767 0.0 0.0 0.0 0.00
O 2.931066 2.147932 -1.622928 0.0 0.0 0.0 0.00
N 1.072452 0.527249 -1.109031 0.2 0.2 0.0 0.00
C 1.844695 -0.220563 -0.304281 -0.2 0.0 0.2 0.00
S 3.549103 -0.535346 -0.245874 0.0 0.0 0.1 0.00
C 3.287667 -1.581947 1.119318 0.0 0.0 0.0 0.00
C 1.976712 -1.617045 1.441355 0.0 0.0 0.0 0.00
N 1.177222 -0.841198 0.655581 0.1 -0.3 -0.5 -0.02
H 2.440827 -2.674172 -6.877152 0.0 0.0 0.0 0.00
H 4.047094 -2.265548 -6.732450 0.0 0.0 0.0 0.00
H 0.680448 -1.525053 -5.729373 0.0 0.0 0.0 0.00
H 0.119378 -0.047582 -3.833632 0.0 0.0 0.0 0.00
H 4.232828 1.006455 -3.407914 0.0 0.0 0.0 0.00
H 4.815703 -0.479262 -5.313387 0.0 0.0 0.0 0.00
H 4.103244 -2.098366 1.595186 0.0 0.0 0.0 0.00
H 1.536260 -2.192335 2.241297 0.0 0.0 0.0 0.00
F -1.239441 -2.487017 -3.596203 0.0 0.0 0.0 0.00
C -0.548614 -3.253866 -2.741350 0.1 0.0 0.0 0.00
F -1.151574 -4.458153 -2.723294 0.0 0.0 0.0 0.00
F 0.673167 -3.437547 -3.278150 0.0 0.0 0.0 0.00
C -0.435443 -2.667707 -1.301847 0.0 0.0 0.1 0.00
O -0.953060 -1.519658 -1.187087 -0.2 0.3 -0.2 -0.01
O 0.104665 -3.393280 -0.483379 0.0 0.0 -0.1 0.01
C -3.432045 -2.214656 0.680174 0.0 0.0 0.0 0.00
C -2.479611 -1.825008 1.816276 -0.2 0.1 -0.1 -0.02
C -3.304729 -1.286930 2.995216 0.0 0.0 0.0 -0.01
C -1.646213 -3.032219 2.269484 0.0 0.0 0.0 -0.03
N -1.540481 -0.790472 1.473591 -0.2 -0.6 1.4 -0.42
H -4.006517 -3.100822 0.961544 0.0 0.0 0.0 0.00
H -2.888481 -2.423094 -0.237115 0.0 0.0 0.0 0.00
H -4.132480 -1.400678 0.484081 0.0 0.0 0.0 0.00
H -4.038259 -2.030284 3.318517 0.0 0.0 0.0 0.00
H -3.835003 -0.380932 2.696778 0.0 0.0 0.0 0.00
H -2.650151 -1.045319 3.834065 0.0 0.0 0.0 0.00
H -2.307935 -3.876693 2.477179 0.0 0.0 0.0 -0.01
H -1.098634 -2.788076 3.182431 0.0 0.0 0.0 0.00
H -0.939815 -3.317450 1.489490 0.0 0.0 0.0 0.00

59
Properties=species:S:1:pos:R:3:forces:R:3:lowdin_charge:R:1 method="wB97M-V/def2-TZVPD" fmax_ha_per_bohr=0.0714 relative_energy_kcal_mol=73.29 total_energy_ha=-1305.6158 gap_ev=7.9 smiles="CCOC(=O)[C@@H](c1ccncc1)[C@@H](c1ccc(C)cc1)c1c(C)n(C)c2ccccc12" e_lumo_ha=0.0202
C 4.168758 -3.334454 1.697260 0.5 -0.4 -0.3 -0.07
C 3.175599 -2.306212 2.182301 0.0 -0.1 -0.5 -0.20
O 2.062328 -2.232731 1.229964 -0.3 -0.4 1.7 -0.07
C 1.148351 -1.320776 1.629940 0.7 1.1 -0.5 -0.41
O 1.441023 -0.507403 2.486911 -0.9 -0.5 -0.8 0.09
C -0.159796 -1.452558 0.819960 0.5 -2.7 2.4 -0.12
C -1.334188 -1.516805 1.787332 0.1 1.1 -0.1 -0.17
C -1.308100 -0.902204 3.042485 -1.0 0.4 0.9 0.00
C -2.528643 -0.782431 3.754758 0.4 -0.8 -1.3 -0.12
N -3.683219 -1.215038 3.235899 -0.2 0.2 0.7 0.04
C -3.697615 -1.811602 2.048281 0.6 -0.3 -0.2 -0.14
C -2.542871 -2.010885 1.294528 -0.3 0.0 0.4 -0.02
C -0.359775 -0.611277 -0.426240 -0.6 -1.2 -3.1 -0.19
C -1.706722 0.058805 -0.641887 -0.2 -1.1 0.2 -0.22
C -2.108515 1.096613 0.186630 -0.8 0.5 0.0 -0.05
C -3.374406 1.671715 0.016133 0.4 0.0 -0.2 -0.03
C -4.197237 1.281986 -1.048988 0.0 -0.2 -0.2 -0.28
C -5.475873 2.050930 -1.287023 0.0 0.0 0.1 -0.06
C -3.809880 0.208622 -1.869633 0.5 -0.2 0.2 -0.03
C -2.587551 -0.452155 -1.613723 -0.2 1.2 -0.1 -0.02
C 0.743359 0.225198 -0.963583 1.6 0.3 0.4 -0.06
C 2.048374 -0.254313 -1.122924 -1.5 0.1 0.0 -0.22
C 2.516536 -1.642087 -1.308145 0.3 -0.9 0.2 0.00
N 2.924244 0.774683 -1.204194 0.0 0.7 -0.1 -0.06
C 4.351266 0.631551 -1.396650 -0.4 0.0 0.0 0.00
C 2.208369 1.963554 -1.257827 0.1 -0.1 -0.5 -0.16
C 2.733359 3.223677 -1.531191 -1.2 0.5 -0.2 -0.02
C 1.805923 4.236649 -1.880101 1.3 -0.7 0.6 -0.10
C 0.438583 3.959330 -1.910072 -0.3 -0.7 0.4 -0.10
C -0.068391 2.692925 -1.538721 0.2 0.9 -0.3 -0.02
C 0.811550 1.662338 -1.183095 1.1 0.1 0.0 -0.08
H 5.075182 -3.288356 2.329686 -0.4 0.0 -0.3 0.09
H 3.755916 -4.350212 1.796843 0.1 0.3 -0.2 0.08
H 4.491369 -3.180333 0.643561 -0.3 0.0 0.7 0.08
H 2.734252 -2.640538 3.129199 0.3 0.4 0.0 0.13
H 3.621927 -1.304940 2.266830 -0.2 -0.4 0.2 0.13
H -0.139285 -2.512145 0.382104 0.4 1.2 1.2 0.16
H -0.422812 -0.443369 3.505495 -0.4 -0.5 -0.6 0.11
H -2.557034 -0.364074 4.764379 0.0 0.0 -0.4 0.10
H -4.654527 -2.185071 1.676670 0.2 0.2 0.2 0.11
H -2.597880 -2.498692 0.319821 0.0 0.1 0.3 0.12
H -0.325959 -1.559746 -1.037689 -0.6 1.7 -0.9 0.14
H -1.432055 1.498630 0.940694 -0.1 -0.2 -0.1 0.14
H -3.725557 2.480374 0.676811 0.3 -0.4 -0.3 0.12
H -6.097622 1.593939 -2.063896 0.1 0.1 0.2 0.07
H -6.046861 2.096297 -0.352500 0.0 0.0 -0.2 0.08
H -5.252517 3.087586 -1.582902 -0.1 -0.3 0.0 0.08
H -4.447827 -0.120114 -2.714846 0.4 0.3 0.7 0.12
H -2.282388 -1.296951 -2.233465 -0.1 0.2 0.2 0.11
H 1.680057 -2.353063 -1.437650 0.3 0.4 0.1 0.10
H 3.206086 -1.789403 -2.148681 -0.3 0.4 -0.1 0.09
H 3.046460 -1.953178 -0.406098 0.1 -0.1 -0.7 0.05
H 4.760321 1.636798 -1.426089 0.3 -0.2 -0.1 0.07
H 4.794822 0.079768 -0.559508 0.0 0.1 -0.2 0.10
H 4.554349 0.107963 -2.339176 0.1 0.2 0.2 0.10
H 3.807162 3.368480 -1.483953 -0.2 0.3 -0.2 0.09
H 2.197674 5.234185 -2.087013 -0.3 -0.3 -0.1 0.10
H -0.243696 4.761950 -2.193012 0.1 -0.3 0.1 0.10
H -1.134408 2.508553 -1.594008 0.1 0.1 0.0 0.09

60
Properties=species:S:1:pos:R:3:forces:R:3:lowdin_charge:R:1 method="wB97M-V/def2-TZVPD" fmax_ha_per_bohr=0.0114 relative_energy_kcal_mol=0.00 total_energy_ha=-1380.9650 gap_ev=9.2 smiles="Cc1ccc(C)c(NC(=O)COc2cccc3c2CCN(Cc2ccccc2C)C3=O)c1" e_lumo_ha=0.0198
C 2.511780 1.175176 1.728587 0.0 -0.1 -0.1 -0.05
C 2.145081 -0.149100 2.324804 0.0 -0.1 0.0 -0.27
C 2.950489 -0.767716 3.272634 0.0 0.0 0.0 -0.04
C 2.614872 -2.008043 3.781046 -0.1 0.0 0.0 -0.03
C 1.467882 -2.681251 3.377197 -0.1 0.0 0.0 -0.20
C 1.152763 -4.045501 3.899842 -0.1 0.0 0.1 -0.04
C 0.646635 -2.043876 2.447887 0.3 0.2 0.2 -0.17
N -0.549062 -2.628883 1.965337 0.3 -0.1 -0.5 0.15
C -1.632267 -2.993315 2.688429 -0.4 -0.1 -0.3 -0.47
O -1.677358 -3.142735 3.887663 -0.1 0.0 0.2 0.08
C -2.863281 -3.214380 1.790147 -0.1 -0.2 0.3 -0.09
O -2.878911 -2.344709 0.678779 0.0 0.2 -0.2 -0.06
C -2.827974 -0.990389 0.927128 0.0 0.3 0.0 -0.22
C -3.085445 -0.412425 2.164917 -0.1 -0.3 -0.1 0.01
C -2.993027 0.960828 2.323058 0.0 0.1 -0.1 -0.05
C -2.637289 1.766426 1.260682 0.0 0.1 -0.1 -0.01
C -2.364542 1.192310 0.024060 -0.1 -0.2 0.4 -0.07
C -2.457890 -0.184011 -0.152442 0.0 -0.2 0.0 -0.10
C -2.142293 -0.749025 -1.505587 0.2 0.0 0.0 -0.09
C -1.011385 0.068788 -2.118525 0.0 -0.4 0.2 -0.13
N -1.367370 1.470077 -2.151594 -0.1 0.0 -0.2 -0.05
C -0.831049 2.267902 -3.236474 -0.1 0.3 0.0 -0.09
C 0.677783 2.315690 -3.194121 0.1 0.0 0.0 -0.16
C 1.283414 2.657192 -1.990194 0.0 0.0 0.0 -0.03
C 2.658683 2.712441 -1.871422 0.0 0.0 0.1 -0.09
C 3.448550 2.420233 -2.969466 0.1 0.0 0.0 -0.08
C 2.853343 2.087236 -4.171973 0.1 0.0 0.0 -0.05
C 1.470875 2.030750 -4.306956 0.0 0.0 0.1 -0.23
C 0.874477 1.681883 -5.639881 0.0 0.0 0.0 -0.05
C -1.976113 2.081972 -1.105218 -0.1 0.1 -0.2 -0.41
O -2.198959 3.280982 -1.089006 0.0 0.2 0.2 0.07
C 0.992630 -0.804376 1.923083 0.0 -0.1 0.1 0.03
H 1.621209 1.760279 1.509698 0.0 0.1 0.0 0.07
H 3.150391 1.740548 2.402714 0.0 0.1 0.0 0.08
H 3.052600 1.023174 0.793489 0.0 0.1 -0.1 0.08
H 3.852160 -0.277366 3.609270 0.1 0.1 0.0 0.11
H 3.264336 -2.476834 4.506046 0.1 -0.1 0.1 0.11
H 1.986485 -4.437356 4.476234 0.1 -0.1 0.0 0.08
H 0.937880 -4.726621 3.076828 0.0 -0.1 0.0 0.09
H 0.267989 -4.010051 4.533949 0.0 -0.1 0.0 0.07
H -0.732757 -2.438541 0.987542 -0.1 -0.1 0.2 0.14
H -2.826068 -4.222801 1.367006 0.0 0.1 0.1 0.14
H -3.770149 -3.127831 2.398366 0.2 0.0 0.0 0.14
H -3.351279 -1.020557 3.014259 0.0 -0.1 0.1 0.12
H -3.198412 1.394368 3.289497 0.0 0.0 0.1 0.11
H -2.560492 2.837607 1.362029 0.0 0.1 0.0 0.12
H -3.030622 -0.684395 -2.141106 0.0 -0.1 -0.1 0.14
H -1.861966 -1.800039 -1.431591 0.0 0.0 0.0 0.12
H -0.085707 -0.075123 -1.540231 -0.1 -0.1 -0.1 0.13
H -0.816794 -0.256329 -3.143504 0.0 0.0 0.1 0.13
H -1.236704 3.276255 -3.104379 0.0 -0.2 -0.1 0.14
H -1.193701 1.861901 -4.183408 0.0 0.1 0.1 0.12
H 0.658732 2.894594 -1.141030 -0.1 0.0 0.1 0.12
H 3.110666 2.990005 -0.930910 0.0 0.0 0.1 0.10
H 4.525113 2.458318 -2.892453 0.1 0.0 0.0 0.10
H 3.474313 1.868075 -5.029132 0.0 0.0 -0.1 0.11
H 0.281120 0.769610 -5.579201 -0.1 0.0 -0.1 0.08
H 1.660403 1.524304 -6.374239 0.0 0.0 -0.1 0.08
H 0.229932 2.484055 -5.996560 -0.1 0.0 -0.1 0.09
H 0.336280 -0.339394 1.198395 -0.1 0.1 -0.1 0.11

64
Properties=species:S:1:pos:R:3:forces:R:3:lowdin_charge:R:1 method="wB97M-V/def2-TZVPD" fmax_ha_per_bohr=0.0191 relative_energy_kcal_mol=0.00 total_energy_ha=-1641.0282 gap_ev=8.6 smiles="CCc1ccc(NC(=O)Cn2c(=O)n(CCCC(=O)NCc3ccco3)c(=O)c3ccccc32)cc1" e_lumo_ha=0.0126
C 5.950318 3.857412 -0.092793 -0.2 0.2 0.0 -0.12
C 4.605911 4.468240 -0.466373 0.2 0.0 0.0 -0.22
C 3.527789 3.485098 -0.843538 0.0 0.1 0.0 -0.24
C 2.264712 3.974389 -1.164308 0.1 -0.2 0.0 -0.03
C 1.227668 3.136382 -1.522435 -0.2 0.1 0.0 -0.01
C 1.437462 1.761374 -1.568793 0.3 0.2 0.0 -0.23
N 0.432574 0.841600 -1.898302 0.3 -0.3 0.1 0.16
C -0.749929 1.093723 -2.494390 -0.3 -0.4 -0.1 -0.46
O -1.158156 2.182744 -2.841440 -0.1 0.2 -0.1 0.06
C -1.583972 -0.173657 -2.732862 -0.1 0.1 -0.3 -0.03
N -1.718522 -0.992534 -1.544240 0.2 -0.1 -0.3 0.05
C -1.245794 -2.285717 -1.624154 -0.2 0.2 -0.2 -0.44
O -0.807294 -2.743177 -2.655999 0.2 -0.2 -0.1 0.10
N -1.312855 -3.042103 -0.469395 0.0 -0.2 0.0 0.08
C -0.750620 -4.384124 -0.553157 0.2 -0.4 -0.2 -0.11
C 0.776176 -4.360161 -0.521328 -0.2 0.1 0.1 -0.15
C 1.296125 -3.648360 0.726244 0.0 -0.1 -0.4 -0.09
C 1.251653 -2.138504 0.576761 0.1 -0.3 0.6 -0.47
O 1.285483 -1.571243 -0.503116 0.2 0.1 -0.5 0.04
N 1.247500 -1.464905 1.742428 0.0 0.1 0.3 0.10
C 1.450521 -0.032048 1.831228 -0.1 0.2 0.2 -0.07
C 0.262468 0.722350 2.327222 0.1 0.5 -0.9 -0.25
C -0.428518 1.764144 1.783822 0.4 -0.5 0.2 -0.01
C -1.386590 2.148973 2.753554 0.1 -0.2 0.6 -0.07
C -1.209808 1.309476 3.807120 -0.5 0.8 -0.2 -0.13
O -0.212572 0.443903 3.561840 0.4 -0.5 0.2 0.05
C -1.775527 -2.600427 0.755694 -0.1 0.0 0.1 -0.38
O -1.660318 -3.281191 1.757849 -0.1 0.0 0.1 0.08
C -2.426266 -1.294710 0.725398 -0.1 0.4 0.0 -0.06
C -3.115927 -0.850558 1.853350 0.1 -0.1 -0.2 0.00
C -3.768687 0.360222 1.836415 -0.1 0.0 -0.1 -0.09
C -3.707340 1.149609 0.693732 0.0 -0.2 0.1 -0.07
C -3.013160 0.736674 -0.424038 0.0 0.0 -0.2 0.01
C -2.375147 -0.507031 -0.431386 -0.3 -0.1 0.7 -0.12
C 2.697590 1.260228 -1.255516 -0.1 0.0 -0.1 -0.03
C 3.725945 2.112270 -0.896996 0.0 0.1 0.0 -0.03
H 5.850344 3.192499 0.762293 0.1 -0.1 0.1 0.07
H 6.368485 3.299053 -0.927113 0.1 -0.1 0.0 0.07
H 6.651140 4.646551 0.171159 0.1 0.0 0.0 0.07
H 4.749256 5.154507 -1.306865 0.0 0.1 0.1 0.12
H 4.241471 5.068540 0.373212 0.0 0.0 -0.1 0.11
H 2.090085 5.040560 -1.132673 0.0 0.1 0.0 0.12
H 0.262992 3.542014 -1.777295 0.0 0.0 0.0 0.10
H 0.670003 -0.122522 -1.675078 -0.2 0.1 0.0 0.11
H -2.565885 0.121399 -3.114421 0.2 0.1 0.1 0.14
H -1.086759 -0.793010 -3.486269 -0.1 0.1 0.1 0.14
H -1.094218 -4.832759 -1.487418 0.0 0.0 0.2 0.13
H -1.143744 -4.940823 0.299912 0.0 0.1 -0.2 0.13
H 1.143107 -3.840599 -1.408132 0.0 -0.1 0.0 0.11
H 1.135201 -5.389199 -0.545021 0.0 0.0 0.0 0.12
H 2.346242 -3.908783 0.886643 0.0 0.1 0.1 0.13
H 0.727127 -3.954519 1.605040 0.1 0.0 0.1 0.11
H 1.109588 -1.963567 2.607381 0.0 -0.1 -0.1 0.15
H 2.298957 0.150671 2.503915 0.0 0.0 -0.2 0.14
H 1.705531 0.330849 0.833475 0.0 0.0 0.2 0.10
H -0.268558 2.205878 0.822034 0.1 0.1 -0.3 0.10
H -2.099415 2.942674 2.672387 -0.2 0.1 0.1 0.11
H -1.709242 1.224052 4.751432 0.0 -0.1 0.2 0.12
H -3.127836 -1.492505 2.720885 0.0 -0.1 0.1 0.12
H -4.318385 0.697113 2.701045 0.0 0.0 0.1 0.11
H -4.211540 2.103928 0.673787 0.0 0.1 0.0 0.11
H -2.978719 1.380401 -1.286160 0.0 0.1 -0.1 0.10
H 2.867658 0.194451 -1.302597 0.0 -0.1 0.0 0.11
H 4.689651 1.688315 -0.663701 0.1 0.0 0.0 0.10